Model one:
Computed, not measured: 5 unconnected molecules or ions with the total composition H11O5, with ωB97M-V with the def2-TZVPD basis set.

Structure (XYZ):
```
16
Properties=species:S:1:pos:R:3
O 1.6486 -2.5883 -0.6888
H 2.0334 -2.7783 0.2056
H 2.5774 -2.8158 -1.1303
O 0.2804 0.3800 1.5015
H 0.1591 0.4013 2.4349
H 0.1534 1.3607 1.3066
O -1.0623 0.4987 -1.6180
H -0.3632 0.9873 -1.9596
H -1.7981 0.5170 -2.1963
O -0.4962 3.0210 0.7757
H -0.9410 3.5083 1.5306
H -1.0331 3.1399 -0.0251
O -0.4953 -1.5041 0.1222
H 0.3413 -1.9721 -0.3662
H 0.0915 -0.9367 0.7881
H -1.0958 -1.2189 -0.6810
```

Results
- HOMO-LUMO gap (eV) = 12.3
- HOMO energy (Eh) = -0.56962
- LUMO (eV) = -3.24
- total charge = +1
- multiplicity = 1



Model two:
Computed, not measured: a molecular structure, H11O5, with ωB97M-V with the def2-TZVPD basis set.

Structure (XYZ):
```
16
Properties=species:S:1:pos:R:3
O 0.9860 1.3512 -0.7783
H 0.4605 2.0392 -0.3098
H 1.3598 1.6559 -1.6143
O 1.5646 -2.2467 0.0736
H 0.9891 -2.9505 0.3900
H 2.3157 -2.5107 -0.4672
O -1.1026 2.8920 -0.1252
H -1.0152 3.5508 0.5766
H -1.9654 3.0804 -0.5095
O -1.3397 -1.1998 1.7783
H -0.4628 -1.1640 2.1673
H -1.8316 -1.9437 2.1342
O -0.0994 -0.7744 -1.1560
H 0.3340 0.3453 -1.0360
H 0.6447 -1.2657 -0.5986
H -0.8376 -0.8594 -0.5251
```

Results
- HOMO-LUMO gap (eV) = 12.4
- HOMO energy (Eh) = -0.57203
- LUMO (eV) = -3.12
- total charge = +1
- multiplicity = 1



Q: Which of them is the most stable? A: model two.



Model one:
Computed, not measured: 2 unconnected molecules or ions with the total composition CH2NO3S, with ωB97M-V with the def2-TZVPD basis set.

Structure (XYZ):
```
8
Properties=species:S:1:pos:R:3
C 0.5443 1.3926 0.1665
N 1.4392 -0.2035 -2.1907
O 2.1196 -1.1849 -2.4565
O 0.9513 0.5287 -3.0689
O -0.3538 1.8596 2.7226
S 0.5393 1.0001 1.8271
H 0.0494 1.9680 -0.5197
H 1.1652 0.6927 -0.3836
```

Results
- HOMO-LUMO gap (eV) = 6.1
- HOMO energy (Eh) = -0.11781
- LUMO (eV) = 2.89
- total charge = -1
- multiplicity = 1



Model two:
Computed, not measured: 2 unconnected molecules or ions with the total composition CH2NO3S, with ωB97M-V with the def2-TZVPD basis set.

Structure (XYZ):
```
8
Properties=species:S:1:pos:R:3
C -0.1360 2.0766 -0.5760
N -1.2410 1.4061 -0.3044
O -1.7100 0.1691 -2.3967
O -0.1022 3.2887 -0.4405
O -1.0617 -2.3916 0.0542
S -1.9692 0.1867 -0.9533
H 0.7418 1.6644 -1.1240
H -0.3085 -1.7577 0.0263
```

Results
- HOMO-LUMO gap (alpha / beta) (eV) = 7.2 / 6.1
- HOMO energy (alpha / beta) (Eh) = -0.16105 / -0.12929
- LUMO (alpha / beta) (eV) = 2.79 / 2.56
- total charge = -1
- multiplicity = 1



Q: Which of them is the most stable? A: model two.



Model one:
Computed, not measured: 2 unconnected molecules or ions with the total composition C2H7NS, with ωB97M-V with the def2-TZVPD basis set.

Structure (XYZ):
```
11
Properties=species:S:1:pos:R:3
S 1.8998 0.1639 3.2316
H 2.0356 0.1291 1.8971
C -0.1048 -0.3807 -0.5886
C -1.9123 0.3206 -1.8201
N -1.3627 0.3326 -0.6801
H 0.4176 -0.5218 -1.5296
H -0.2757 -1.3582 -0.1219
H 0.5247 0.1883 0.1244
H -1.2600 0.2956 -2.7144
H -2.8922 0.7754 -1.9773
H 2.9302 0.0551 4.1789
```

Results
- HOMO-LUMO gap (alpha / beta) (eV) = 6.1 / 1.9
- HOMO energy (alpha / beta) (Eh) = -0.45918 / -0.45918
- LUMO (alpha / beta) (eV) = -6.39 / -10.62
- expectation value of S² = 0.75
- total charge = +1
- multiplicity = 2



Model two:
Computed, not measured: 2 unconnected molecules or ions with the total composition C2H7NS, with ωB97M-V with the def2-TZVPD basis set.

Structure (XYZ):
```
11
Properties=species:S:1:pos:R:3
S 0.4166 2.2209 0.0962
H 0.6754 2.8031 1.2298
C -1.2193 -0.7329 0.0324
C 1.2460 -0.4286 -0.1101
N 0.0646 -0.4338 -0.6445
H -1.7434 -1.6224 -0.3632
H -1.8656 0.1084 0.0473
H -0.9725 -0.9412 1.0811
H 1.4495 -0.8807 0.8688
H 2.0550 0.1400 -0.6042
H -0.1062 -0.2327 -1.6336
```

Results
- HOMO-LUMO gap (alpha / beta) (eV) = 9.0 / 7.2
- HOMO energy (alpha / beta) (Eh) = -0.53399 / -0.51723
- LUMO (alpha / beta) (eV) = -5.53 / -6.85
- expectation value of S² = 0.75
- total charge = +1
- multiplicity = 2



Q: Which of them is the most stable? A: model two.



Model one:
Computed, not measured: a single C2H2ClNO2 molecule, with ωB97M-V with the def2-TZVPD basis set.

Structure (XYZ):
```
8
Properties=species:S:1:pos:R:3
O -0.3095 1.6965 -0.4204
C -0.6414 0.5334 -0.3617
C 0.3760 -0.4840 0.1153
Cl -0.2534 -1.6491 1.3592
N 0.7360 -1.3049 -1.4166
O 1.7608 -1.8861 -1.4364
H -1.6712 0.2790 -0.7481
H 1.2954 0.0793 0.5024
```

Results
- HOMO-LUMO gap (eV) = 8.5
- HOMO energy (Eh) = -0.35263
- SMILES = O=C[C@@H](Cl)N=O
- LUMO (eV) = -1.05
- total charge = 0
- multiplicity = 1



Model two:
Computed, not measured: a molecular structure, C2H2ClNO2, with ωB97M-V with the def2-TZVPD basis set.

Structure (XYZ):
```
8
Properties=species:S:1:pos:R:3
C 0.3390 -0.8091 0.4024
C 0.0459 0.9460 -0.0432
N -0.4672 -1.3999 -0.3288
O -0.9360 0.8361 -0.8988
O -1.2384 -0.8264 -1.0981
Cl 1.4472 -1.3710 1.4961
H -0.2066 1.3888 0.9245
H 1.0162 1.2355 -0.4541
```

Results
- HOMO-LUMO gap (eV) = 9.4
- HOMO energy (Eh) = -0.35634
- LUMO (eV) = -0.27
- total charge = 0
- multiplicity = 1



Model three:
Computed, not measured: a single C2H2ClNO2 molecule, with ωB97M-V with the def2-TZVPD basis set.

Structure (XYZ):
```
8
Properties=species:S:1:pos:R:3
C 0.9165 -0.1275 -0.0485
C -0.5244 0.4946 0.0240
N 1.0857 -1.3361 -0.2394
O -1.2503 -0.6145 0.5004
O -0.8921 -1.6366 -0.2446
Cl 2.2653 0.9316 0.0470
H -0.5434 1.2634 0.8184
H -1.0573 1.0250 -0.8574
```

Results
- HOMO-LUMO gap (alpha / beta) (eV) = 9.3 / 8.9
- HOMO energy (alpha / beta) (Eh) = -0.38317 / -0.36418
- LUMO (alpha / beta) (eV) = -1.11 / -1.04
- total charge = 0
- multiplicity = 1



Q: Which of them is the most stable? A: model one.



Model one:
Computed, not measured: a molecular structure, CH4N2O3S, with ωB97M-V with the def2-TZVPD basis set.

Structure (XYZ):
```
11
Properties=species:S:1:pos:R:3
C 1.1977 -0.6385 -0.2036
N 0.2878 0.1727 0.5711
N 2.2786 -0.1571 -0.7291
O -2.3281 1.4868 0.1012
O -1.9966 -0.8578 0.7495
O -1.6293 -0.1093 -1.5938
S -1.8587 0.1778 -0.2051
H 0.9509 -1.6952 -0.3011
H -0.0739 -0.2456 1.4764
H 0.8650 1.0246 0.7978
H 2.3067 0.8415 -0.6633
```

Results
- HOMO-LUMO gap (eV) = 11.0
- HOMO energy (Eh) = -0.40270
- LUMO (eV) = 0.09
- total charge = 0
- multiplicity = 1



Model two:
Computed, not measured: 2 unconnected molecules or ions with the total composition CH4N2O3S, with ωB97M-V with the def2-TZVPD basis set.

Structure (XYZ):
```
11
Properties=species:S:1:pos:R:3
C 1.6531 -0.2835 -0.8957
N 2.4583 0.5888 -0.5752
N -2.3441 -0.5750 1.1651
O 0.2437 -0.0834 1.0200
O -1.2203 0.8628 -0.7312
O 1.0548 -1.0806 -1.4639
S -1.2120 -0.5943 0.1675
H -1.1261 0.7617 -1.7540
H 2.5603 1.1616 0.1786
H -2.6885 0.1935 1.7442
H 0.6207 -0.9516 1.1447
```

Results
- HOMO-LUMO gap (eV) = 10.8
- HOMO energy (Eh) = -0.37812
- LUMO (eV) = 0.54
- total charge = 0
- multiplicity = 1



Q: Which of them is the most stable? A: model one.



Model one:
Computed, not measured: 5 unconnected molecules or ions with the total composition H10O5, with ωB97M-V with the def2-TZVPD basis set.

Structure (XYZ):
```
15
Properties=species:S:1:pos:R:3
O 4.7747 -4.0003 5.2545
O 3.8645 -0.0516 4.3759
O 3.6615 -0.5353 -4.9104
O -9.7554 8.6178 -2.6776
O -2.7127 -4.4809 -1.9352
H 4.4448 -4.8494 5.2009
H 3.6512 0.8459 4.5007
H 4.0389 0.2064 -5.2863
H -10.0688 8.1564 -1.9662
H -2.7533 -4.1792 -2.8855
H 4.1016 -3.2236 5.2375
H 4.7012 -0.2860 4.2118
H 4.2310 -1.3071 -4.7948
H -10.4179 9.2824 -2.5583
H -1.7614 -4.1956 -1.7672
```

Results
- HOMO-LUMO gap (alpha / beta) (eV) = 0.4 / 9.0
- HOMO energy (alpha / beta) (Eh) = 0.05181 / -0.26255
- LUMO (alpha / beta) (eV) = 1.85 / 1.85
- expectation value of S² = 0.75
- total charge = -1
- multiplicity = 2



Model two:
Computed, not measured: 5 unconnected molecules or ions with the total composition H10O5, with ωB97M-V with the def2-TZVPD basis set.

Structure (XYZ):
```
15
Properties=species:S:1:pos:R:3
O -0.8465 0.7931 -2.0469
O -0.4516 -1.7211 -1.1568
O 0.9464 -1.9455 1.1382
O 1.0836 0.6921 1.8703
O -0.6536 2.1033 0.3249
H -0.9192 0.9087 -3.0116
H -1.3183 -2.1577 -1.0057
H 1.8714 -2.2155 1.0122
H 0.7942 0.8392 2.7739
H -0.3046 2.9607 0.0182
H -0.7860 -0.1779 -1.8403
H 0.0783 -1.7946 -0.3110
H 0.9302 -0.9952 1.4233
H 0.4078 1.1570 1.2872
H -0.8321 1.5532 -0.4759
```

Results
- HOMO-LUMO gap (alpha / beta) (eV) = 2.5 / 10.8
- HOMO energy (alpha / beta) (Eh) = 0.04761 / -0.25911
- LUMO (alpha / beta) (eV) = 3.84 / 3.73
- expectation value of S² = 0.75
- total charge = -1
- multiplicity = 2



Q: Which of them is the most stable? A: model two.